(1)
A molecular structure, C46H28F6N5NiO4S2, computed with the ωB97M-V functional and the def2-TZVPD basis.

Structure (XYZ):
```
92
C46H28F6N5NiO4S2 (the ωB97M-V functional and the def2-TZVPD basis)
Ni -0.686 -0.513 0.217
C 3.678 -4.768 -4.345
C 4.122 -3.725 -3.544
C 3.227 -3.017 -2.755
C 1.875 -3.354 -2.760
C 1.434 -4.401 -3.564
C 2.333 -5.106 -4.353
C 0.945 -2.567 -1.902
C 0.430 -1.381 -2.396
C 0.580 -0.964 -3.764
C -0.131 0.174 -3.902
C -0.676 0.477 -2.605
N -0.339 -0.491 -1.704
C -1.332 1.661 -2.310
C -1.608 2.052 -1.008
C -2.097 3.359 -0.656
C -2.045 3.440 0.690
C -1.577 2.164 1.162
C -1.458 1.845 2.505
C -1.600 2.942 3.502
C -2.748 3.078 4.277
C -2.862 4.115 5.193
C -1.826 5.026 5.344
C -0.678 4.896 4.575
C -0.566 3.862 3.658
C -1.243 0.549 2.946
N -1.034 -0.537 2.147
C -0.973 -1.606 2.991
C -0.640 -2.905 2.633
C -0.624 -3.944 3.702
C -1.809 -4.463 4.214
C -1.785 -5.399 5.239
C -0.574 -5.824 5.766
C 0.613 -5.310 5.261
C 0.588 -4.377 4.236
C -0.176 -3.231 1.369
C 0.419 -4.500 1.042
C 0.950 -4.371 -0.192
C 0.627 -3.046 -0.643
N -0.068 -2.368 0.316
C -1.153 -1.185 4.355
C -1.287 0.158 4.329
N -1.333 1.326 0.115
C -1.589 2.625 -3.417
C -0.766 3.739 -3.564
C -0.985 4.644 -4.591
C -2.025 4.441 -5.489
C -2.842 3.328 -5.356
C -2.624 2.423 -4.326
H 4.379 -5.317 -4.962
H 5.171 -3.456 -3.533
H 3.561 -2.201 -2.126
H 0.381 -4.657 -3.568
H 1.980 -5.919 -4.977
H 1.155 -1.491 -4.508
H -0.253 0.784 -4.781
H -2.407 4.113 -1.360
H -2.313 4.271 1.321
H -3.556 2.367 4.154
H -3.762 4.212 5.787
H -1.914 5.835 6.058
H 0.136 5.600 4.689
H 0.330 3.754 3.057
H -2.752 -4.122 3.805
H -2.715 -5.795 5.628
H -0.554 -6.550 6.569
H 1.562 -5.632 5.672
H 1.510 -3.963 3.846
H 0.448 -5.357 1.695
H 1.501 -5.100 -0.764
H -1.135 -1.837 5.212
H -1.405 0.832 5.160
H 0.049 3.883 -2.865
H -0.336 5.504 -4.695
H -2.193 5.146 -6.293
H -3.653 3.163 -6.055
H -3.260 1.553 -4.217
F 2.597 -1.955 2.234
C 3.316 -0.824 2.289
F 2.949 -0.153 3.381
F 4.604 -1.159 2.407
S 2.996 0.146 0.753
O 1.595 0.450 0.830
O 3.439 -0.710 -0.314
N 3.942 1.356 1.075
S 4.200 2.556 0.095
O 3.158 2.785 -0.865
O 4.737 3.660 0.833
C 5.636 2.005 -0.935
F 6.644 1.577 -0.167
F 5.303 1.029 -1.777
F 6.081 3.043 -1.660
```

Summary:
- DFT total energy: -142820.146 eV
- Charge: -1
- LUMO level: 1.28 eV
- Kohn-Sham gap: 6.0 eV

---

(2)
2 unconnected molecules or ions with the total composition C5H11O2P at a distorted geometry, computed with the ωB97M-V functional and the def2-TZVPD basis.

Structure (XYZ):
```
19
C5H11O2P (the ωB97M-V functional and the def2-TZVPD basis)
C -0.640 2.001 1.070
C -1.892 1.163 0.783
C -0.283 0.727 -0.757
C 1.051 -1.794 -1.482
C 1.365 -0.724 -0.498
O 0.111 1.870 -0.109
O -1.463 0.227 -0.266
P 1.314 -1.181 1.312
H -0.856 3.014 1.197
H -0.051 1.588 1.957
H -2.131 0.577 1.686
H -2.610 1.843 0.342
H -0.369 0.726 -1.788
H 0.183 -1.604 -2.130
H 1.086 -2.780 -0.960
H 1.893 -1.973 -2.243
H 2.289 -0.178 -0.682
H 1.043 -2.559 1.167
H -0.038 -0.942 1.401
```

Summary:
- DFT total energy: -18740.222 eV
- Spin multiplicity: 3
- LUMO level (alpha / beta): 0.95 / -0.98 eV
- Kohn-Sham gap (alpha / beta): 5.9 / 8.3 eV
- ΔE to the lowest compared entry with this formula, charge and spin: 77.9 kcal/mol